Computed, not measured: a structure of composition C23H28AsAuN3O2S, with ωB97M-V/def2-TZVPD.

Geometry as XYZ:
```
59
Properties=species:S:1:pos:R:3:lowdin_charge:R:1
Au -1.04 0.43 -0.59 1.057
N -2.04 5.20 4.62 0.215
C -1.15 5.14 3.61 -0.478
O -0.26 5.93 3.42 0.115
C -1.27 3.97 2.63 -0.049
C -0.44 4.06 1.51 0.055
C -0.44 3.04 0.58 -0.085
N -1.23 1.97 0.73 -0.166
C -2.04 1.86 1.80 -0.099
C -2.08 2.85 2.76 0.041
H -1.96 5.97 5.26 0.143
H -2.81 4.57 4.74 0.106
H 0.21 4.92 1.41 0.146
H 0.20 3.07 -0.29 0.129
H -2.65 0.97 1.88 0.127
H -2.74 2.71 3.61 0.132
C -1.34 -3.27 -3.06 -0.180
S -0.71 -2.51 -1.58 1.027
O -0.78 -0.98 -2.01 -0.717
C 0.99 -2.93 -1.63 -0.451
C 1.38 -3.98 -0.81 -0.081
C 2.69 -4.42 -0.88 -0.037
C 3.58 -3.81 -1.75 -0.020
C 3.18 -2.74 -2.55 -0.030
C 1.87 -2.30 -2.51 -0.065
H -0.70 -3.02 -3.90 0.085
H -2.37 -2.95 -3.21 0.068
H -1.33 -4.35 -2.88 0.090
H 0.68 -4.44 -0.12 0.121
H 3.02 -5.25 -0.26 0.128
H 4.61 -4.16 -1.80 0.129
H 3.89 -2.27 -3.22 0.127
H 1.54 -1.48 -3.14 0.118
C -3.61 2.87 -1.33 -0.228
As -2.95 1.15 -1.88 1.103
C -2.45 1.26 -3.73 -0.206
C -4.38 -0.13 -1.62 -0.210
H -4.46 3.08 -1.97 0.071
H -2.85 3.63 -1.48 0.053
H -3.93 2.84 -0.29 0.043
H -3.28 0.88 -4.31 0.063
H -1.56 0.68 -3.93 0.036
H -2.28 2.31 -3.96 0.059
H -4.89 -0.24 -2.58 0.062
H -5.07 0.28 -0.89 0.056
H -4.01 -1.09 -1.28 0.037
N 0.67 -0.24 0.44 0.093
C 1.62 -0.64 0.95 -0.058
C 2.78 -1.13 1.59 -0.222
C 4.00 -0.47 1.39 -0.003
C 5.12 -0.95 2.03 -0.028
C 5.03 -2.07 2.84 -0.009
C 3.82 -2.73 3.03 -0.031
C 2.68 -2.27 2.41 -0.015
H 4.05 0.41 0.76 0.127
H 6.07 -0.45 1.89 0.127
H 5.92 -2.44 3.34 0.130
H 3.77 -3.60 3.67 0.126
H 1.73 -2.76 2.55 0.125
```

HOMO, eV: -17.161
Spin multiplicity: 1
Total charge: +3

---

Computed, not measured: a structure of composition C23H28BCeN2O at a distorted geometry, with ωB97M-V/def2-TZVPD.

Geometry as XYZ:
```
56
Properties=species:S:1:pos:R:3:lowdin_charge:R:1
C 2.84 -1.73 1.05 -0.106
C 1.54 -1.84 1.66 -0.139
C 0.61 -2.25 0.62 -0.166
H 1.33 -1.68 2.72 0.140
C 1.34 -2.32 -0.68 -0.160
C 2.72 -2.01 -0.41 -0.106
H 0.88 -2.42 -1.68 0.130
C 2.65 1.94 1.09 -0.108
C 1.97 1.18 2.13 -0.115
C 0.56 1.45 1.98 -0.082
H 2.44 0.55 2.90 0.142
C 0.40 2.26 0.78 -0.309
C 1.69 2.51 0.18 -0.104
H -0.46 -2.44 0.76 0.121
H 3.46 -1.72 -1.19 0.138
H 3.71 -1.43 1.65 0.136
H 1.91 3.00 -0.79 0.158
H -0.26 1.03 2.60 0.145
H 3.72 2.06 0.90 0.125
Ce 1.25 0.05 -0.01 1.255
C -0.91 2.80 0.21 -0.493
C -0.77 4.32 0.16 -0.018
C -2.09 2.38 1.09 -0.017
H -0.39 4.68 1.12 0.112
H -1.75 4.76 -0.03 0.097
H -0.08 4.63 -0.64 0.097
H -2.04 2.92 2.04 0.111
H -2.09 1.29 1.29 0.092
H -3.02 2.65 0.57 0.100
C -1.11 2.27 -1.26 -0.020
C -1.45 0.82 -1.35 -0.369
H -0.19 2.48 -1.87 0.156
H -1.94 2.85 -1.71 0.146
O -0.79 -0.09 -0.73 -0.119
N -2.44 0.37 -2.10 0.124
C -2.55 -1.04 -2.57 -0.074
H -3.25 0.97 -2.11 0.162
C -2.90 -2.03 -1.50 -0.238
C -2.37 -3.33 -1.53 -0.045
H -1.66 -3.62 -2.32 0.120
C -2.73 -4.25 -0.54 -0.069
H -2.31 -5.26 -0.57 0.115
C -3.63 -3.89 0.47 -0.070
H -3.92 -4.62 1.23 0.113
C -4.17 -2.60 0.48 -0.065
H -4.88 -2.30 1.26 0.111
C -3.82 -1.67 -0.51 -0.043
H -4.24 -0.67 -0.51 0.113
H -1.62 -1.32 -3.10 0.137
H -3.35 -0.97 -3.31 0.141
B 6.18 0.21 0.46 -0.388
C 4.78 0.17 0.22 -0.231
N 3.65 0.22 -0.03 -0.019
H 6.56 0.87 -0.47 0.055
H 6.56 -0.92 0.41 0.039
H 6.41 0.74 1.51 0.043
```

HOMO (alpha / beta), eV: -11.459 / -11.459
Spin multiplicity: 1
Total charge: +1

---

Computed, not measured: a structure of composition C23H28BeN7Sb at a distorted geometry, with ωB97M-V/def2-TZVPD.

Geometry as XYZ:
```
60
Properties=species:S:1:pos:R:3:lowdin_charge:R:1
Be 1.21 0.04 0.08 0.132
C -0.18 1.38 -2.55 -0.008
C 0.37 2.26 -1.47 -0.261
C 0.23 3.64 -1.63 0.014
C 0.80 4.50 -0.71 -0.001
C 1.56 3.95 0.31 -0.084
C 1.66 2.58 0.41 -0.407
N 1.04 1.74 -0.43 0.039
Sb 3.14 1.71 1.73 1.618
C 3.66 0.21 0.20 -0.371
C 5.02 0.02 0.02 -0.093
C 5.46 -0.91 -0.91 0.000
C 4.51 -1.61 -1.63 0.022
C 3.15 -1.38 -1.41 -0.253
C 2.14 -2.13 -2.20 -0.006
N 2.74 -0.48 -0.50 0.048
C 1.67 0.38 2.61 -0.407
C 1.50 0.33 3.98 -0.080
C 0.79 -0.72 4.54 -0.002
C 0.37 -1.73 3.69 0.015
C 0.58 -1.62 2.32 -0.275
C 0.24 -2.78 1.45 -0.003
N 1.15 -0.53 1.79 0.032
H 0.06 1.83 -3.51 0.108
H 0.24 0.39 -2.51 0.043
H -1.26 1.32 -2.48 0.095
H -0.31 4.01 -2.48 0.134
H 0.70 5.57 -0.82 0.131
H 2.08 4.58 1.02 0.105
H 5.73 0.58 0.60 0.098
H 6.51 -1.09 -1.07 0.131
H 4.81 -2.35 -2.36 0.130
H 2.62 -2.83 -2.87 0.098
H 1.46 -2.68 -1.57 0.065
H 1.54 -1.45 -2.80 0.079
H 1.94 1.10 4.61 0.107
H 0.61 -0.77 5.60 0.130
H -0.09 -2.63 4.08 0.134
H 0.57 -3.70 1.93 0.109
H -0.84 -2.89 1.31 0.090
H 0.72 -2.69 0.48 0.053
C -5.03 -0.45 -1.73 -0.064
C -4.90 -0.21 -0.23 -0.398
C -4.60 1.26 0.07 -0.066
C -3.85 -1.14 0.40 -0.097
N -2.52 -0.99 -0.14 -0.060
C -1.52 -0.24 0.34 -0.061
N -0.44 -0.52 -0.36 -0.006
N -0.81 -1.43 -1.27 0.041
N -2.03 -1.70 -1.14 0.130
H -5.86 0.13 -2.12 0.091
H -5.22 -1.50 -1.93 0.087
H -4.13 -0.16 -2.26 0.069
H -5.85 -0.47 0.25 0.148
H -3.68 1.59 -0.41 0.066
H -4.52 1.43 1.15 0.082
H -5.41 1.89 -0.30 0.092
H -4.14 -2.18 0.24 0.143
H -3.79 -0.93 1.47 0.137
H -1.59 0.47 1.14 0.160
```

HOMO, eV: -15.433
Spin multiplicity: 1
Total charge: +2

---

Computed, not measured: a structure of composition C23H28CuN4O6S at a distorted geometry, with ωB97M-V/def2-TZVPD.

Geometry as XYZ:
```
63
Properties=species:S:1:pos:R:3:lowdin_charge:R:1
Cu -0.10 -0.51 0.10 0.561
O -5.11 -1.46 -4.22 -0.040
C -4.53 -0.34 -4.28 -0.666
O -4.77 0.69 -4.95 -0.025
C -3.33 -0.24 -3.31 -0.071
C -3.24 0.83 -2.42 0.012
C -2.28 0.82 -1.43 -0.120
N -1.38 -0.17 -1.32 0.006
C -1.43 -1.20 -2.20 -0.165
C -2.37 -1.26 -3.19 0.069
C -0.43 -2.31 -1.92 -0.548
O -0.34 -3.28 -2.63 0.100
O 0.25 -2.12 -0.81 -0.113
H -3.94 1.65 -2.50 0.126
H -2.22 1.61 -0.68 0.087
H -2.41 -2.13 -3.83 0.144
C 3.46 -0.41 2.85 -0.008
C 2.45 -0.37 1.80 -0.138
N 1.66 -0.33 0.98 0.180
H 3.15 0.23 3.67 0.099
H 4.41 -0.05 2.44 0.099
H 3.58 -1.44 3.19 0.099
O 1.00 2.61 1.62 -0.550
S 0.22 2.70 0.35 0.873
C -0.38 4.42 0.23 -0.292
C 0.27 5.07 -1.00 -0.226
C 1.64 4.42 -1.14 -0.227
C 1.37 2.92 -1.03 -0.313
H -0.01 4.85 1.16 0.097
H -1.47 4.44 0.23 0.089
H 0.33 6.15 -0.88 0.117
H -0.33 4.87 -1.89 0.117
H 2.30 4.74 -0.34 0.119
H 2.12 4.66 -2.09 0.117
H 2.23 2.29 -0.81 0.093
H 0.87 2.54 -1.93 0.100
C -4.81 -2.90 -1.29 -0.055
C -5.30 -1.88 -0.28 -0.183
N -5.46 -2.43 1.08 -0.042
C -6.51 -3.44 1.24 -0.199
C -5.96 -4.83 1.51 -0.069
C -4.90 -1.99 2.23 -0.413
O -5.28 -2.35 3.34 0.055
C -3.76 -0.99 2.22 -0.085
C -3.80 0.02 3.17 0.023
C -2.72 0.88 3.30 -0.022
C -1.61 0.68 2.51 -0.116
N -1.55 -0.31 1.60 0.010
C -2.61 -1.12 1.46 -0.048
H -4.90 -2.48 -2.29 0.051
H -5.43 -3.80 -1.26 0.073
H -3.77 -3.20 -1.10 0.077
H -6.27 -1.49 -0.59 0.129
H -4.64 -1.02 -0.24 0.098
H -7.10 -3.43 0.32 0.117
H -7.16 -3.13 2.05 0.119
H -5.30 -5.16 0.70 0.069
H -6.78 -5.55 1.59 0.078
H -5.40 -4.84 2.44 0.071
H -4.68 0.11 3.79 0.132
H -2.73 1.68 4.03 0.114
H -0.73 1.31 2.59 0.083
H -2.51 -1.91 0.72 0.131
```

HOMO (alpha / beta), eV: -7.879 / -7.876
Spin multiplicity: 2
<S²>: 0.7536

---

Computed, not measured: a structure of composition C23H28F4N8SSr at a distorted geometry, with ωB97M-V/def2-TZVPD.

Geometry as XYZ:
```
65
Properties=species:S:1:pos:R:3:lowdin_charge:R:1
Sr -0.55 0.60 0.12 1.259
C -5.34 -2.82 -2.30 -0.096
C -3.84 -2.86 -2.57 -0.286
N -3.04 -2.95 -1.36 -0.028
C -2.63 -1.91 -0.60 -0.828
S -2.97 -0.30 -1.11 0.517
N -2.02 -2.34 0.52 -0.034
N -1.41 -1.39 1.26 -0.130
C -0.97 -1.73 2.43 -0.299
C -1.17 -3.09 3.02 -0.042
C -0.22 -0.70 3.20 -0.235
C 0.38 -1.03 4.41 -0.013
C 1.12 -0.08 5.10 -0.055
C 1.23 1.19 4.57 -0.059
C 0.59 1.45 3.38 -0.139
N -0.13 0.55 2.70 0.008
H -5.90 -2.84 -3.24 0.070
H -5.60 -1.91 -1.77 0.057
H -5.66 -3.68 -1.70 0.069
H -3.53 -1.97 -3.11 0.076
H -3.59 -3.73 -3.18 0.111
H -2.89 -3.85 -0.94 0.133
H -1.83 -3.66 2.37 0.059
H -1.60 -3.03 4.02 0.083
H -0.21 -3.63 3.10 0.085
H 0.29 -2.04 4.80 0.104
H 1.60 -0.34 6.03 0.110
H 1.80 1.97 5.07 0.105
H 0.65 2.44 2.93 0.089
C -2.46 3.48 0.14 -0.097
N -1.03 3.22 0.00 -0.359
C -0.29 4.10 0.90 -0.103
C -0.60 3.45 -1.40 -0.207
C 0.76 2.86 -1.75 -0.250
N 0.69 1.40 -1.72 -0.165
C 1.64 0.66 -2.33 -0.229
C 1.45 -0.74 -2.39 -0.177
F 0.32 -1.26 -1.83 0.018
C 2.36 -1.61 -2.95 -0.248
F 2.08 -2.93 -2.92 0.073
C 3.54 -1.17 -3.52 0.033
C 3.75 0.19 -3.48 -0.235
F 4.89 0.69 -3.98 0.076
C 2.86 1.08 -2.91 -0.150
F 3.23 2.38 -2.85 0.058
H -3.02 2.84 -0.54 0.069
H -2.71 4.53 -0.08 0.094
H -2.78 3.26 1.16 0.091
H -0.65 3.97 1.92 0.080
H -0.42 5.15 0.63 0.095
H 0.78 3.88 0.88 0.078
H -0.59 4.53 -1.62 0.124
H -1.34 2.98 -2.06 0.122
H 1.52 3.25 -1.06 0.102
H 1.03 3.24 -2.74 0.118
H 4.24 -1.85 -3.98 0.124
N 3.53 -1.73 0.19 0.080
C 4.03 -0.45 0.27 -0.079
C 2.97 0.33 0.60 -0.138
N 1.83 -0.44 0.71 -0.019
C 2.20 -1.67 0.45 -0.189
H 4.03 -2.55 -0.11 0.156
H 5.07 -0.23 0.07 0.117
H 2.96 1.40 0.74 0.109
H 1.55 -2.53 0.42 0.139
```

HOMO, eV: -6.767
Spin multiplicity: 1

---

Computed, not measured: a structure of composition C23H28F9O3Pd at a distorted geometry, with ωB97M-V/def2-TZVPD.

Geometry as XYZ:
```
64
Properties=species:S:1:pos:R:3:lowdin_charge:R:1
O -2.72 0.60 -3.87 -0.086
C -1.27 0.49 -3.86 -0.197
C -1.04 1.85 -4.56 -0.049
H -0.99 -0.41 -4.39 0.077
H -0.85 0.46 -2.85 0.071
C -2.57 2.00 -4.27 -0.560
H -0.72 1.74 -5.60 0.109
H -0.34 2.50 -4.06 0.100
C -3.50 2.27 -5.44 -0.011
H -3.19 1.60 -6.26 0.089
H -3.52 3.31 -5.78 0.095
H -4.52 2.00 -5.12 0.095
C -2.88 2.85 -3.05 -0.021
H -2.19 2.58 -2.23 0.074
H -3.92 2.68 -2.75 0.097
H -2.78 3.91 -3.31 0.097
Pd 1.66 -0.83 -1.52 0.921
C 1.49 1.28 0.53 -0.057
C 2.47 0.27 0.57 -0.058
C 3.15 0.28 -0.70 -0.187
H 2.75 -0.42 1.37 0.135
C 2.36 1.16 -1.60 -0.160
C 1.35 1.79 -0.77 -0.001
H 0.64 2.54 -1.08 0.125
H 0.96 1.67 1.38 0.106
H 4.14 -0.10 -0.94 0.124
H 2.69 1.50 -2.59 0.126
C -0.36 -0.85 1.07 -0.281
C -1.15 0.27 0.54 -0.043
C -1.79 -0.17 -0.60 -0.049
H -1.22 1.26 1.01 0.124
C -1.14 -1.34 -1.08 -0.095
C 0.02 -1.59 -0.28 -0.141
H 0.41 -2.59 -0.09 0.113
H -1.13 -1.52 1.50 0.155
H -2.66 0.30 -1.07 0.123
H -1.49 -1.92 -1.94 0.127
O 1.64 -1.55 -4.61 -0.187
C 0.99 -0.87 -5.72 -0.207
C 1.27 -1.52 -7.08 -0.145
H 1.29 0.20 -5.67 0.122
H -0.11 -0.91 -5.58 0.087
C 2.13 -2.74 -6.75 -0.147
H 1.74 -0.81 -7.77 0.113
H 0.32 -1.84 -7.53 0.115
C 2.30 -2.71 -5.21 -0.177
H 3.10 -2.68 -7.25 0.111
H 1.63 -3.66 -7.08 0.112
H 3.37 -2.70 -4.96 0.115
H 1.86 -3.62 -4.77 0.115
F -0.91 -2.51 3.35 0.145
C 0.12 -1.91 4.01 -0.473
F -0.21 -1.83 5.33 0.176
F 1.18 -2.73 3.89 0.170
C 0.38 -0.47 3.45 -0.098
O 0.67 -0.57 2.04 -0.083
C -0.89 0.40 3.76 -0.462
F -0.97 0.71 5.08 0.174
F -0.86 1.57 3.07 0.141
F -2.03 -0.26 3.42 0.165
C 1.67 0.23 4.07 -0.433
F 1.53 0.75 5.32 0.170
F 2.72 -0.64 4.10 0.155
F 2.03 1.29 3.28 0.141
```

HOMO (alpha / beta), eV: -9.711 / -11.970
Spin multiplicity: 5
<S²>: 6.0228
Total charge: +1

---

Computed, not measured: a structure of composition C23H28I2N6O5Yb at a distorted geometry, with ωB97M-V/def2-TZVPD.

Geometry as XYZ:
```
65
Properties=species:S:1:pos:R:3:lowdin_charge:R:1
Yb -1.91 -0.67 1.27 1.819
I -6.42 0.32 4.34 0.909
C -4.40 0.28 4.85 -0.637
C -4.04 0.45 6.20 -0.253
C -2.73 0.42 6.63 -0.677
I -2.45 0.97 8.62 0.936
C -1.66 0.17 5.73 -0.192
C -0.30 0.06 6.15 -0.022
C 0.65 -0.16 5.21 -0.050
C 0.24 -0.60 3.94 -0.116
N -1.05 -0.71 3.57 0.008
C -1.96 -0.18 4.38 -0.193
C -3.33 -0.18 3.94 -0.412
O -3.50 -0.84 2.86 -0.220
H -4.79 0.72 6.95 0.070
H -0.03 0.24 7.22 0.084
H 1.70 -0.05 5.42 0.109
H 0.94 -1.07 3.28 0.106
O -3.75 -0.99 -0.29 -0.174
N -3.76 -1.95 -1.07 0.049
N -2.62 -2.75 -0.88 -0.208
O -1.59 -2.23 -0.26 -0.280
C -2.41 -3.95 -1.47 -0.251
C -3.39 -4.60 -2.18 0.004
C -2.94 -5.46 -3.25 -0.057
C -1.60 -5.83 -3.27 -0.094
C -0.69 -5.36 -2.29 -0.073
C -1.16 -4.56 -1.27 -0.020
H -4.42 -4.27 -2.18 0.105
H -3.63 -5.90 -3.92 0.094
H -1.23 -6.47 -4.08 0.108
H 0.39 -5.55 -2.28 0.112
H -0.59 -4.10 -0.44 0.112
N 1.83 2.53 0.95 -0.004
C 0.46 2.57 1.41 -0.164
C -0.40 1.37 1.08 -0.627
O -1.66 1.56 1.26 -0.079
O 0.17 0.26 0.82 -0.128
H 2.38 3.39 1.18 0.122
H 1.82 1.67 -0.71 0.056
H 2.27 1.79 1.50 0.101
H -0.10 3.42 1.09 0.129
H 0.46 2.53 2.50 0.134
C 4.09 3.51 -1.87 -0.076
C 2.79 3.23 -2.59 -0.222
N 2.58 1.92 -3.21 -0.035
C 3.01 1.78 -4.67 -0.163
C 4.24 2.63 -4.96 -0.056
C 1.77 0.98 -2.69 -0.326
C 1.01 0.04 -3.56 0.028
N 1.59 0.95 -1.40 0.211
H 3.92 4.35 -1.19 0.086
H 4.96 3.63 -2.47 0.055
H 4.23 2.62 -1.19 0.095
H 2.70 4.02 -3.29 0.099
H 1.90 3.39 -1.86 0.146
H 2.14 1.95 -5.31 0.122
H 3.23 0.75 -4.75 0.104
H 4.11 3.76 -4.67 0.112
H 4.33 2.48 -6.03 0.081
H 5.07 2.25 -4.41 0.072
H 0.99 0.41 -4.59 0.079
H -0.03 0.04 -3.21 0.107
H 1.36 -1.03 -3.58 0.128
H 1.19 0.10 -0.99 0.120
```

HOMO (alpha / beta), eV: -9.345 / -9.347
Spin multiplicity: 2
<S²>: 0.7508
Total charge: +1

---

Computed, not measured: an isolated molecule of C23H28N4O2S at a distorted geometry, with ωB97M-V/def2-TZVPD.

Geometry as XYZ:
```
58
Properties=species:S:1:pos:R:3:lowdin_charge:R:1
C -2.36 -2.13 -1.84 -0.091
C -2.97 -2.62 -0.53 -0.239
C -4.47 -2.91 -0.67 -0.112
C -5.25 -1.65 -1.00 -0.460
O -5.50 -1.34 -2.15 0.054
N -5.66 -0.87 0.03 -0.045
C -5.38 -1.05 1.44 -0.117
C -5.07 0.34 2.05 -0.138
N -4.41 1.19 1.10 -0.095
C -3.05 1.11 0.89 -0.221
C -2.23 0.22 1.60 -0.042
C -0.87 0.17 1.38 -0.016
C -0.26 1.02 0.45 -0.236
N 1.12 0.87 0.28 0.089
C 2.00 1.54 -0.46 -0.793
S 1.77 2.86 -1.43 0.682
N 3.32 1.08 -0.39 0.080
C 3.83 0.04 0.33 -0.389
O 3.14 -0.69 1.04 0.070
C 5.29 -0.17 0.18 -0.132
C 6.18 0.86 -0.09 -0.032
C 7.53 0.58 -0.21 -0.066
C 7.99 -0.71 -0.07 -0.036
C 7.12 -1.76 0.21 -0.262
C 7.62 -3.16 0.36 -0.046
C 5.77 -1.47 0.34 0.026
C -1.05 1.93 -0.23 -0.036
C -2.41 1.98 0.00 -0.010
C -5.30 1.54 0.00 -0.119
C -6.30 0.40 -0.26 -0.113
H -2.44 -2.89 -2.61 0.076
H -2.87 -1.24 -2.19 0.070
H -1.31 -1.88 -1.70 0.069
H -2.80 -1.86 0.24 0.071
H -2.47 -3.53 -0.22 0.110
H -4.86 -3.38 0.23 0.108
H -4.62 -3.59 -1.51 0.123
H -6.25 -1.49 1.94 0.128
H -4.53 -1.71 1.57 0.100
H -4.46 0.23 2.95 0.118
H -6.00 0.84 2.34 0.123
H -2.64 -0.46 2.33 0.100
H -0.26 -0.54 1.92 0.120
H 1.53 0.09 0.81 0.111
H 3.95 1.61 -0.98 0.097
H 5.84 1.88 -0.17 0.113
H 8.23 1.39 -0.41 0.107
H 9.05 -0.92 -0.17 0.114
H 6.93 -3.77 0.93 0.078
H 7.74 -3.61 -0.63 0.087
H 8.59 -3.17 0.85 0.079
H 5.06 -2.25 0.57 0.125
H -0.61 2.62 -0.93 0.025
H -2.99 2.73 -0.52 0.108
H -4.71 1.69 -0.90 0.113
H -5.83 2.47 0.23 0.125
H -7.19 0.50 0.37 0.124
H -6.60 0.39 -1.31 0.122
```

HOMO, eV: -7.397
Spin multiplicity: 1
SMILES string: CCCC(=O)N1CCN(c2ccc(NC(=S)NC(=O)c3cccc(C)c3)cc2)CC1

---

Number 1: molar mass 682.452 g mol⁻¹, energy -108210.1513 eV. Number 2: molar mass 499.418 g mol⁻¹, energy -42929.2832 eV. Number 3: molar mass 533.298 g mol⁻¹, energy -41664.1026 eV. Number 4: molar mass 552.112 g mol⁻¹, energy -98025.6154 eV. Number 5: molar mass 612.212 g mol⁻¹, energy -58769.1206 eV. Number 6: molar mass 629.876 g mol⁻¹, energy -58369.6948 eV. Number 7: molar mass 895.362 g mol⁻¹, energy -91208.3806 eV. Number 8: molar mass 424.570 g mol⁻¹, energy -45197.7950 eV.